i.
ORCA calculation (ωB97M-V/def2-TZVPD) on the molecule C18H26N2O3.

Molecular weight (g mol⁻¹): 318.417
Gap between HOMO and LUMO (hartree): 0.3277
Structure (SMILES): CCC(C)(C)c1ccc(OCCN2C(=O)NC(C)(C)C2=O)cc1
E_LUMO (eV): 0.6

Structure (ORCA input):
```
! wB97M-V def2-TZVPD RIJCOSX def2/J DEFGRID3
* xyz 0 1
C -6.3894 -1.8071 0.3569
H -6.6040 -2.0434 -0.6819
C -4.9958 -1.2072 0.5082
H -4.8121 -0.9989 1.5655
H -4.2609 -1.9512 0.1940
C -4.7438 0.0951 -0.2843
C -3.2990 0.4961 -0.0147
C -2.2594 -0.2605 -0.5421
C -0.9301 0.0482 -0.3111
C -0.6000 1.1433 0.4755
C -1.6297 1.9072 1.0181
C -2.9497 1.5857 0.7773
H -3.7084 2.2067 1.2240
H -1.3703 2.7553 1.6320
O 0.6702 1.5485 0.7738
C 1.7494 0.8034 0.2651
C 3.0302 1.4567 0.7908
N 4.2041 0.7822 0.2929
C 4.6352 -0.4422 0.7082
O 4.1205 -1.1355 1.5470
C 5.9002 -0.7586 -0.0986
N 5.9982 0.4155 -0.9354
C 5.0221 1.3232 -0.7154
O 4.8546 2.3863 -1.2491
H 6.7364 0.5667 -1.6002
C 7.0989 -0.8932 0.8415
H 6.8983 -1.6750 1.5689
H 7.2700 0.0413 1.3710
H 7.9937 -1.1498 0.2791
C 5.6919 -2.0304 -0.9220
H 5.4393 -2.8511 -0.2563
H 6.5983 -2.2799 -1.4686
H 4.8789 -1.8920 -1.6311
H 3.0286 1.4181 1.8828
H 3.0812 2.4947 0.4550
H 1.7041 -0.2385 0.6108
H 1.7508 0.8196 -0.8347
H -0.1660 -0.5752 -0.7490
H -2.4742 -1.1223 -1.1552
C -5.7273 1.1813 0.1607
H -5.7293 1.2930 1.2422
H -5.4712 2.1347 -0.2959
H -6.7353 0.9226 -0.1533
C -4.9354 -0.1272 -1.7919
H -4.4217 -1.0211 -2.1341
H -4.5452 0.7257 -2.3434
H -5.9906 -0.2316 -2.0313
H -7.1545 -1.1301 0.7266
H -6.4516 -2.7289 0.9318
*
```

***

ii.
ORCA calculation (ωB97M-V/def2-TZVPD) on the molecule C18H26N2O3.

Molecular weight (g mol⁻¹): 318.417
Gap between HOMO and LUMO (hartree): 0.3189
Structure (SMILES): CCOC(=O)C1CCN(CCC(=O)Nc2ccc(C)cc2)CC1
E_LUMO (eV): 0.7

Structure (ORCA input):
```
! wB97M-V def2-TZVPD RIJCOSX def2/J DEFGRID3
* xyz 0 1
C -6.1618 -0.6610 -1.5021
C -5.6185 0.1007 -0.3026
H -6.1128 -0.2341 0.6149
H -5.7498 1.1780 -0.4262
O -4.2081 -0.0884 -0.1622
C -3.8027 -1.1953 0.4644
O -4.5578 -2.0048 0.9381
C -2.2915 -1.3280 0.5525
C -1.5673 -1.1116 -0.7807
C -1.4410 0.3603 -1.1648
N -0.8126 1.1159 -0.0908
C -0.4873 2.4820 -0.4848
C 0.6490 3.0799 0.3509
C 2.0044 2.4116 0.1235
O 3.0136 3.0580 -0.0620
N 1.9261 1.0603 0.1921
C 2.9400 0.1121 0.0568
C 4.2773 0.4432 -0.1407
C 5.2251 -0.5561 -0.2544
C 4.8790 -1.8989 -0.1750
C 3.5419 -2.2209 0.0249
C 2.5849 -1.2332 0.1404
H 1.5497 -1.5006 0.3032
H 3.2472 -3.2587 0.0932
C 5.9126 -2.9743 -0.3225
H 6.8924 -2.6144 -0.0178
H 5.9784 -3.2899 -1.3647
H 5.6545 -3.8454 0.2758
H 6.2594 -0.2833 -0.4075
H 4.5635 1.4795 -0.2030
H 0.9701 0.6967 0.2534
H 0.4182 3.0109 1.4161
H 0.7598 4.1360 0.1023
H -1.3716 3.1364 -0.4134
H -0.1712 2.4671 -1.5312
C -1.6456 1.0595 1.1009
C -1.7193 -0.3748 1.6118
H -2.3269 -0.4148 2.5174
H -0.7109 -0.7088 1.8654
H -1.2005 1.6888 1.8745
H -2.6583 1.4397 0.8918
H -0.8082 0.4355 -2.0537
H -2.4319 0.7701 -1.4102
H -2.0834 -1.6474 -1.5789
H -0.5639 -1.5328 -0.6899
H -2.1235 -2.3577 0.8862
H -5.6385 -0.3634 -2.4080
H -6.0310 -1.7298 -1.3517
H -7.2208 -0.4495 -1.6180
*
```

***

Most favorable structure: i. The second most favorable one is 46.9 kJ/mol above it.